(1)
10
Properties=species:S:1:pos:R:3:forces:R:3 method="wB97M-V/def2-TZVPD" multiplicity=1 homo_energy_ev=-9.270 e_lumo_ev=0.866 homo_lumo_gap_ev=10.1
O -2.26519 -0.86716 -0.09583 0.345 1.444 0.535
N -0.48681 0.54657 -0.03873 1.616 -0.268 0.644
C 0.52550 -0.46125 0.08653 -1.508 0.296 -0.659
C -1.80602 0.26739 0.02986 -0.038 -2.527 -0.937
C 1.81672 -0.27277 -0.06837 0.062 1.018 0.047
H 0.11075 -1.45534 0.21884 -0.060 0.215 0.063
H 2.43124 -1.13189 -0.00739 0.713 -0.493 0.096
H -2.39495 1.14879 0.10808 -0.922 0.935 0.183
H 2.26576 0.70919 -0.23756 -0.117 -0.360 -0.011
H -0.19700 1.51648 0.00457 -0.091 -0.262 0.039

(2)
10
Properties=species:S:1:pos:R:3:forces:R:3 method="wB97M-V/def2-TZVPD" multiplicity=1 homo_energy_ev=-10.269 e_lumo_ev=0.799 homo_lumo_gap_ev=11.1
O -1.32377 -3.29237 -0.24630 0.292 -0.817 0.809
N -1.49569 -1.76703 -2.00695 -0.341 0.733 -0.751
C -1.31050 -2.57223 -1.14838 -0.245 0.116 0.123
C -0.29256 0.75589 0.79017 -0.204 0.129 0.002
C 0.90069 0.21533 0.65967 0.244 -0.155 -0.015
H 1.17243 -0.67270 1.20637 0.040 -0.174 0.112
H 1.66021 0.62273 0.01093 0.049 0.135 -0.115
H -0.58707 1.64484 0.25661 0.008 0.152 -0.129
H -1.03229 0.33038 1.44709 -0.139 -0.114 0.133
H -0.96331 -1.45632 -2.78637 0.297 -0.005 -0.168

(3)
10
Properties=species:S:1:pos:R:3:forces:R:3 method="wB97M-V/def2-TZVPD" multiplicity=1 homo_energy_ev=-9.898 e_lumo_ev=0.384 homo_lumo_gap_ev=10.3
O 1.50688 0.81072 0.40852 0.709 0.250 -0.687
N -1.71641 -0.14047 0.47368 2.644 -1.275 -1.052
C 0.44299 0.31147 -0.30396 1.244 -2.738 -2.687
C 1.29641 -0.60831 0.49533 -0.433 0.047 -2.239
C -0.88730 0.72006 0.10931 0.768 2.780 -0.353
H 0.50278 0.06727 -1.98587 0.025 0.904 4.224
H 1.00483 -0.97860 1.43116 -0.638 -0.169 1.236
H -2.58591 0.16531 0.69300 -3.255 1.522 1.058
H -0.82769 1.90817 0.06530 -1.404 -2.046 0.320
H 1.91401 -1.31086 -0.07537 0.339 0.723 0.180

(4)
11
Properties=species:S:1:pos:R:3:forces:R:3 method="wB97M-V/def2-TZVPD" multiplicity=1 homo_energy_ev="-9.497 / -10.626" e_lumo_ev="-2.225 / -1.505" homo_lumo_gap_ev="7.3 / 9.1"
O 0.28819 0.52426 1.08427 -0.542 0.261 0.187
O -1.76725 -0.40197 0.59007 -0.949 -0.028 0.032
N 0.26644 -1.64303 0.25123 0.741 0.201 0.304
C 1.16766 0.08354 -1.01473 0.698 0.047 -0.320
C -1.08859 0.65887 0.47787 1.054 0.968 -0.379
C 0.71530 -0.41685 0.20928 -0.170 -0.993 -0.595
H -1.52694 1.60599 0.82576 -0.102 -0.185 0.063
H -0.72289 0.86584 -0.64276 -0.627 -0.160 0.600
H -0.17585 -1.79174 1.15825 0.067 -0.094 -0.088
H 1.48227 1.11792 -1.10584 -0.075 -0.131 0.047
H 1.36165 -0.60283 -1.83339 -0.094 0.116 0.150

(5)
11
Properties=species:S:1:pos:R:3:forces:R:3 method="wB97M-V/def2-TZVPD" multiplicity=1 homo_energy_ev=-9.728 e_lumo_ev=0.113 homo_lumo_gap_ev=9.8
O -0.09904 -1.85029 -0.40245 -1.226 1.434 0.214
O 0.46150 1.44306 0.33516 0.897 0.368 0.153
N 2.06098 -0.13473 0.15905 -0.013 0.026 0.000
C -1.71853 0.19507 -0.10627 0.210 -0.910 -0.164
C 0.78395 0.28869 0.12935 0.237 0.698 0.165
C -0.34730 -0.68160 -0.17139 -0.571 0.685 0.083
H -1.64368 1.27587 0.14367 0.737 -1.127 -0.181
H -2.37772 -0.21441 0.66112 -0.058 -0.434 -0.292
H -2.20283 0.17715 -1.08479 -0.090 -0.492 0.080
H 2.74029 0.58386 0.36027 0.058 -0.278 -0.053
H 2.34238 -1.08266 -0.02371 -0.182 0.029 -0.005

(6)
11
Properties=species:S:1:pos:R:3:forces:R:3 method="wB97M-V/def2-TZVPD" multiplicity=1 homo_energy_ev=-9.295 e_lumo_ev=0.123 homo_lumo_gap_ev=9.4
O 1.09159 1.21319 1.07175 0.176 0.114 -0.571
O -2.07852 0.24522 1.91466 0.943 -0.515 -0.479
N -0.09891 -0.19082 -0.43528 -0.291 0.120 1.482
C 0.24634 0.47003 0.67081 -0.829 0.225 2.240
C -0.91817 -0.08957 1.85614 0.731 1.920 0.564
C 0.59066 -0.11009 -1.76400 -0.281 -0.276 0.346
H -0.72635 -0.72416 0.30744 0.229 -1.107 -4.473
H 1.68623 -0.11417 -1.65837 -0.434 -0.067 0.271
H 0.31344 0.81287 -2.29740 -0.100 -0.304 0.437
H 0.30328 -0.95504 -2.39044 -0.069 0.042 0.236
H -0.40957 -0.55745 2.72468 -0.074 -0.153 -0.051

(7)
11
Properties=species:S:1:pos:R:3:forces:R:3 method="wB97M-V/def2-TZVPD" multiplicity=1 homo_energy_ev=-9.851 e_lumo_ev=0.512 homo_lumo_gap_ev=10.4
O 1.14183 -0.70650 -0.74351 -0.155 -0.142 0.131
O -0.51459 -0.51957 1.04706 0.642 1.244 -0.402
N -1.98350 0.72906 -0.25840 0.027 -0.160 -0.057
C 0.36525 0.49788 -0.85944 -0.223 0.251 -0.261
C 1.19170 -0.90711 0.57528 -2.474 0.867 0.747
C -0.85292 0.22399 0.00843 -0.360 0.741 -0.252
H 0.52425 -1.65766 1.00439 2.564 -2.208 -0.019
H 1.75733 -0.13159 1.10553 -0.081 -0.567 0.307
H 0.11264 0.66653 -1.90057 0.115 0.016 0.016
H 0.92205 1.34699 -0.42994 -0.083 -0.107 -0.198
H -2.66404 0.45798 0.45118 0.027 0.065 -0.013

(8)
11
Properties=species:S:1:pos:R:3:forces:R:3 method="wB97M-V/def2-TZVPD" multiplicity=1 homo_energy_ev=-10.323 e_lumo_ev=0.877 homo_lumo_gap_ev=11.2
O -1.43104 0.05394 0.07918 -0.082 0.012 -0.020
O 0.63423 0.92761 -0.31424 0.051 -0.089 -0.160
N 1.75427 -1.10612 -0.62008 -0.178 0.289 0.125
C -0.71482 1.25452 0.00833 -0.101 0.329 0.013
C -0.48287 -0.94215 0.42261 0.087 -0.174 0.045
C 0.77696 -0.42358 -0.21827 0.168 -0.325 -0.049
H -0.73237 1.79801 0.96421 0.062 -0.113 -0.090
H -0.78504 -1.90650 0.01391 0.007 0.173 0.053
H -0.35947 -1.01940 1.51344 0.008 -0.010 -0.134
H -1.11825 1.87124 -0.79788 -0.045 -0.056 0.143
H 2.45839 -0.50758 -1.05120 0.022 -0.035 0.074

The calculation returns the following strongest force on any atom values, one per record and in order: 2.70, 1.19, 4.32, 1.48, 1.90, 4.61, 3.38, 0.37 eV/A.